No. 1
Here is a structure of composition C18H48BrF6N4O12S2V at a distorted geometry from OMol25. Energies are from ωB97M-V/def2-TZVPD.

The geometry in XYZ format:
```
92
Properties=species:S:1:pos:R:3:forces:R:3
Br 2.446467 -0.775671 -2.045533 -0.8 0.7 1.1
V 1.218682 1.106247 -0.456040 3.1 -2.8 0.6
S 4.670766 2.083670 -0.194674 3.1 0.5 -2.1
S 0.821737 3.244524 -3.271868 0.6 3.5 0.3
F 2.036978 3.278355 -5.740513 0.4 0.1 1.5
F 3.335203 2.524266 -4.073780 -0.9 0.7 -0.4
F 4.268730 2.337571 2.467722 -0.7 -1.4 1.8
F 1.753143 1.350176 -4.909200 -0.4 -0.7 0.2
F 4.365044 4.205796 1.490070 1.0 -0.5 0.0
F 6.252735 3.002984 1.858556 -1.9 0.3 -0.3
O 1.776281 0.622871 1.028634 -1.6 0.9 -2.3
O -6.388276 2.357540 -3.306172 0.4 -1.7 1.3
O -1.900103 -0.930853 -4.561819 0.3 -0.2 -1.3
O 0.887568 2.163966 -2.258419 -0.1 0.4 0.1
O -0.200451 0.433368 -0.650420 -0.2 0.3 0.6
O 3.251462 2.102230 -0.581834 -0.6 0.4 0.7
O 5.527876 2.821419 -1.118636 -1.5 0.2 1.4
O -0.458549 3.287200 -3.991463 0.3 -1.0 0.2
O 1.190909 4.594524 -2.774832 -0.2 -3.2 -1.0
O 2.539475 -4.079994 0.127522 0.4 0.5 -0.1
O 1.291794 1.491650 5.552982 0.0 -2.1 0.4
O 5.233342 0.744265 -0.030040 -1.0 -0.4 1.4
N -3.169195 -3.391724 -3.846466 0.9 1.1 1.3
N 4.409431 -1.828034 0.710815 -0.9 -1.7 1.7
N -0.410033 0.131955 7.425501 1.1 0.6 0.5
N -3.382589 2.982604 -3.920916 -1.5 -1.2 0.5
C 1.157222 -1.790037 7.601498 0.0 1.7 -0.4
C 2.953681 -2.178304 2.772877 -1.5 0.2 -1.4
C 2.102246 2.585018 -4.572211 -0.1 0.4 -0.3
C -1.714429 -1.265734 -3.248107 -1.3 -2.2 0.7
C 1.187967 1.872943 4.175648 -0.1 0.7 0.0
C -5.323004 2.586773 -2.324338 -0.7 2.4 -1.3
C -2.965232 -2.571255 -1.398844 0.3 -0.7 0.0
C -2.873041 2.310070 -1.523537 -0.5 0.1 -1.2
C -7.386643 1.334389 -2.908413 0.4 0.7 -0.3
C 4.917831 2.972640 1.555113 0.7 0.6 -3.0
C 1.147153 -3.830727 0.307577 0.2 -0.9 0.3
C -3.892243 2.186892 -2.718096 0.1 -1.2 1.1
C -2.991290 -2.136717 -2.880662 0.5 1.0 0.5
C 1.047183 -0.253795 7.265507 0.4 -1.5 -0.7
C 3.427509 -4.239759 1.242305 -1.4 1.4 -0.7
C 3.925299 -2.844202 1.795428 1.1 -0.7 0.8
C -0.840745 -0.159200 -5.099348 0.1 2.5 -0.4
C 1.467840 0.062013 5.771839 -0.8 1.4 1.4
H -0.822270 0.820304 -4.621500 -0.2 0.2 0.6
H -5.277572 3.675731 -2.338672 -0.1 0.5 0.3
H -6.999449 0.316288 -2.867766 0.5 0.1 0.1
H 0.721971 2.857022 4.226033 0.6 0.2 -0.2
H -8.200027 1.291610 -3.632759 0.4 0.5 -0.3
H 2.897868 -4.760954 2.039760 0.1 0.1 0.4
H 0.493429 1.320730 3.542568 -0.1 -0.8 0.4
H 3.289360 -1.399718 3.457881 0.6 -0.1 -0.3
H -5.589197 2.398039 -1.284324 0.0 -0.8 -0.2
H -7.862671 1.594667 -1.963019 0.3 0.1 0.2
H 0.841769 -0.455066 5.044683 -0.2 -0.4 0.1
H -3.987764 2.788091 -4.705797 -0.8 0.3 -0.3
H -0.463426 1.138470 7.360815 -0.2 0.6 -1.3
H 2.481039 -0.331241 5.688841 0.3 0.4 -0.2
H -0.808452 0.025167 8.347433 0.0 -1.1 0.5
H 4.938484 -2.266344 -0.029512 0.2 -0.1 -0.3
H -0.897886 -0.409636 6.726375 -0.8 0.4 -0.2
H -2.054550 -3.106797 -1.130610 0.2 -0.3 -0.5
H -2.483400 2.687120 -4.273382 1.4 0.2 0.6
H 0.694243 -3.895439 -0.681757 0.2 0.2 0.0
H 3.630793 -1.340301 0.291357 -0.7 0.4 -0.7
H 2.354195 -2.893626 3.335935 0.5 -0.4 0.1
H -4.111819 -3.740394 -3.946452 -0.5 0.0 0.4
H -1.086075 0.152486 -6.114623 0.0 -0.8 -0.2
H 0.724532 -4.647475 0.892747 -0.1 -0.2 0.2
H 2.172716 -2.109889 7.367929 -0.1 -0.2 0.1
H -1.679237 -0.414718 -2.567934 0.0 0.1 0.2
H 0.212875 -0.416790 -4.991510 -0.3 -1.3 0.0
H -1.884963 1.919224 -1.766542 -0.1 -0.3 -0.2
H -0.826056 -1.880785 -3.104518 0.4 0.1 0.2
H -2.832473 -3.242802 -4.786961 0.4 0.7 -0.5
H -3.833279 -1.481331 -3.103424 -0.2 -0.3 0.0
H -4.030964 1.153160 -3.034745 0.8 -0.1 -0.4
H -2.585978 -4.105614 -3.433765 0.1 -0.6 0.0
H 0.959885 -1.942184 8.662634 0.0 -0.1 -0.1
H 4.206851 -4.920835 0.900442 0.3 0.5 -0.1
H -3.254449 1.773032 -0.655075 0.0 0.2 -0.1
H -2.904446 -1.778420 -0.653315 -0.3 0.7 -0.6
H 0.839900 -2.902670 0.789661 0.5 0.3 -0.1
H 4.795991 -3.076962 2.408471 0.5 0.0 -0.4
H 2.160138 1.858389 3.682931 -0.1 0.2 0.1
H -3.782790 -3.211978 -1.068442 -0.2 0.0 -0.4
H -2.680507 3.357625 -1.291899 -0.3 0.1 0.2
H -3.416786 3.967285 -3.698810 0.4 0.5 -0.1
H 1.620015 0.315409 7.997614 0.0 0.2 -0.3
H 0.431835 -2.337686 6.999829 0.1 -0.2 0.0
H 4.968909 -1.098085 1.128255 0.5 0.6 0.0
H 2.203958 -1.744022 2.111501 -0.3 0.6 0.2
```
Positions in Å, forces in eV/Å.

highest occupied orbital energy	-12.3	eV
charge	+2
energy above the lowest of the compared OMol25 structures with the same formula, charge and spin	92.7	kcal/mol

These are the Mulliken partial charges, in e, on atoms 1 to 5: Br -0.43; V 1.04; S 1.16; S 0.85; F -0.22

***

No. 2
Here is a cluster of 8 separate species, C18H48F4N8O14S4 in total at a distorted geometry from OMol25. Energies are from ωB97M-V/def2-TZVPD.

The geometry in XYZ format:
```
96
Properties=species:S:1:pos:R:3:forces:R:3
S -5.290945 -9.624710 -1.222926 1.4 7.6 2.0
S -9.432763 -11.315159 1.192293 2.7 0.2 9.6
S -9.913197 -11.641073 -1.077320 -2.1 -1.4 -2.8
S -5.617962 -11.962431 -1.264938 0.0 -4.4 -1.1
F -4.731561 -13.176508 -0.799313 0.8 -0.7 0.8
F -11.208511 -11.718829 -1.977901 0.1 0.2 0.4
F -4.076490 -8.539153 -1.050363 0.1 -0.3 -0.2
F -10.165793 -11.050316 2.624192 -0.3 -0.6 -0.7
O -5.676487 -9.352355 -2.565782 -0.4 -1.2 -0.2
O -9.311321 -12.936646 -1.313982 -0.1 1.6 0.4
O -6.109692 -8.632399 4.959304 0.4 0.4 0.9
O -5.064466 -16.986897 1.999551 0.2 1.2 -0.9
O -8.761881 -12.586716 1.482116 0.3 1.8 -1.0
O -5.706835 -12.257099 -2.677101 0.0 1.3 1.4
O -9.261558 -10.442049 -1.592501 -0.2 -0.9 0.7
O -6.762920 -12.059573 -0.410083 1.6 1.3 -0.7
O -2.536631 -10.966577 -5.149915 0.0 -0.7 0.1
O -8.680688 -10.059244 1.251078 0.0 -1.3 -1.9
O -11.418982 -8.602711 -3.901625 0.8 1.1 0.4
O -5.309014 -10.793848 2.355778 0.8 0.7 0.1
O -6.118319 -9.181883 -0.133213 0.0 -1.2 -1.0
O -10.237811 -6.775853 1.157414 -0.3 0.7 0.4
N -4.338055 -10.835676 -0.897691 -3.3 -2.1 -1.3
N -9.380353 -8.165671 -4.959222 0.6 1.0 -0.1
N -3.118858 -11.186760 1.522107 -1.8 1.5 -0.4
N -10.036547 -5.080516 -0.423844 0.2 1.4 0.7
N -2.339478 -11.456319 -2.904234 -0.5 -1.0 0.3
N -10.692930 -11.512022 0.392968 0.1 0.6 -4.8
N -5.513132 -6.401558 4.512301 1.0 0.3 1.3
N -6.496904 -16.408701 0.231505 0.2 1.0 0.4
C -2.629535 -9.768010 1.759182 1.6 -0.7 -0.6
C -6.638973 -7.892502 2.746009 -0.9 0.6 1.3
C -7.212294 -17.919512 2.210647 -0.7 0.9 -0.4
C -6.994603 -14.956442 0.498154 -1.5 -1.6 -0.5
C -10.555854 -9.024487 -4.590287 -2.4 -2.2 0.0
C -4.223523 -12.791388 3.127386 -0.1 0.9 1.3
C -4.674948 -6.419734 5.808767 -0.1 0.1 -0.7
C -6.097442 -7.758160 4.177426 -0.7 -1.0 -2.4
C -8.821203 -7.321308 -0.673214 0.7 0.5 -0.7
C -9.725952 -6.445844 0.154428 0.7 -1.9 -0.7
C -8.082892 -8.735933 -4.445389 -0.4 -0.7 0.7
C -4.343215 -11.462786 2.437425 -0.2 -2.3 -0.9
C -6.152514 -17.067251 1.533740 0.4 -2.5 1.8
C -2.223545 -9.031236 -3.827989 1.0 -0.4 -0.6
C -10.661635 -10.336400 -5.313061 0.9 0.0 -2.0
C -11.117503 -4.335235 0.362664 0.4 0.3 -0.8
C -2.581850 -12.886484 -3.374404 0.7 -0.6 0.9
C -2.369545 -10.505733 -4.077744 -0.6 1.5 -0.8
H -7.283790 -14.591229 -0.482920 0.2 0.5 0.2
H -5.683083 -16.333052 -0.379480 0.2 -0.4 0.2
H -3.216612 -13.082542 3.421470 0.1 0.0 -0.3
H -2.916609 -8.636223 -3.094763 0.2 0.1 0.1
H -3.466746 -9.081272 1.811746 -0.3 -0.4 -0.1
H -5.926312 -7.981512 1.930275 0.2 -0.2 0.2
H -7.997310 -9.734018 -4.863810 0.4 0.1 -0.2
H -4.945953 -6.081359 3.726975 0.0 0.0 -0.1
H -7.191939 -16.998796 -0.229787 -0.3 0.4 -0.2
H -9.353703 -7.687579 -1.555617 -0.4 -0.3 0.3
H -6.258583 -5.711861 4.634668 -0.1 0.0 -0.1
H -5.400133 -6.416547 6.614573 0.3 -0.1 0.2
H -2.457075 -13.484982 -2.472152 -0.1 -0.1 -0.1
H -12.016351 -4.930592 0.251135 -0.1 0.2 0.4
H -3.569639 -13.069499 -3.780940 -0.1 0.7 0.1
H -1.164123 -8.812797 -3.648068 -0.1 -0.1 0.9
H -7.921368 -15.104104 1.048806 0.1 0.4 0.2
H -7.206805 -8.111660 -4.585646 -0.2 0.2 -0.5
H -2.532923 -12.014324 1.420086 0.8 0.5 0.9
H -7.681233 -18.677561 1.581553 0.0 0.2 -0.3
H -7.986158 -17.227113 2.560443 -0.3 -0.2 -0.1
H -10.788828 -4.162181 1.382202 -0.1 -0.6 0.1
H -4.045685 -7.304087 5.789576 -0.3 -0.2 0.1
H -3.031661 -11.247938 -2.129844 0.0 0.3 -1.0
H -9.178965 -4.520360 -0.370035 0.1 -0.1 0.2
H -3.516612 -11.085602 0.539111 -0.4 -0.1 0.7
H -7.289458 -7.036548 2.538526 0.1 0.2 -0.1
H -2.033802 -9.552076 0.873912 0.0 0.4 0.1
H -9.405602 -7.991337 -5.969862 0.3 -0.4 -0.1
H -4.008382 -5.560790 5.814802 -0.4 0.2 0.0
H -8.402993 -8.154127 -0.108153 -0.6 -0.2 0.2
H -1.980197 -9.674509 2.625593 -0.2 -0.3 0.1
H -1.454535 -11.358180 -2.398815 0.3 -0.2 -0.5
H -11.192574 -3.344022 -0.082037 -0.3 -0.2 -0.2
H -10.212628 -5.073100 -1.430265 -0.5 -0.4 0.0
H -7.321256 -8.739228 2.823472 0.3 -0.3 -0.5
H -2.280831 -8.559188 -4.809060 -0.8 0.0 0.1
H -7.952659 -6.833051 -1.131496 -0.1 0.6 0.3
H -4.723728 -13.577609 2.566078 0.0 0.1 -0.1
H -11.578821 -10.920815 -5.304872 -0.2 0.5 1.2
H -9.531661 -7.236254 -4.560789 -0.2 -0.1 0.2
H -4.771036 -12.619479 4.057876 -0.2 -0.5 0.0
H -6.272210 -14.391790 1.068842 0.2 -0.1 -0.2
H -6.839413 -18.422894 3.097250 0.5 0.2 -0.1
H -10.674271 -10.049838 -6.378788 0.3 0.1 -0.1
H -9.823019 -11.031143 -5.262898 0.1 0.2 0.4
H -1.840781 -13.220244 -4.094714 0.1 0.4 0.0
H -8.223635 -8.867997 -3.371895 0.0 -0.1 0.0
```
Positions in Å, forces in eV/Å.

highest occupied orbital energy	-17.1	eV
charge	+4

These are the Mulliken partial charges, in e, on atoms 1 to 5: S 0.67; S 0.97; S 1.07; S 0.96; F -0.39

***

Number 1: E -183663.42678 eV, orbital gap 7.4827 eV. Number 2: E -114198.27923 eV, orbital gap 7.5911 eV.